Record 1
{
  "formula": "C42H62N10O14",
  "method": "the ωB97M-V functional and the def2-TZVPD basis",
  "symbols": ["O", "N", "O", "C", "C", "C", "C", "C", "C", "H", "H", "H", "H", "H", "O", "N", "O", "C", "C", "C", "C", "C", "C", "H", "H", "H", "H", "H", "O", "N", "O", "C", "C", "C", "C", "C", "C", "H", "H", "H", "H", "H", "O", "N", "O", "C", "C", "C", "C", "C", "C", "H", "H", "H", "H", "H", "C", "N", "C", "C", "O", "H", "H", "H", "H", "H", "H", "H", "C", "N", "C", "C", "O", "H", "H", "H", "H", "H", "H", "H", "C", "N", "C", "C", "O", "H", "H", "H", "H", "H", "H", "H", "C", "N", "C", "C", "O", "H", "H", "H", "H", "H", "H", "H", "C", "N", "C", "C", "O", "H", "H", "H", "H", "H", "H", "H", "C", "N", "C", "C", "O", "H", "H", "H", "H", "H", "H", "H"],
  "positions_angstrom": [[5.786, 5.678, -0.187], [5.947, 5.851, -1.370], [6.977, 6.406, -1.800], [5.018, 5.204, -2.344], [4.137, 4.126, -1.904], [3.413, 3.421, -2.828], [3.600, 3.650, -4.194], [4.380, 4.696, -4.675], [5.067, 5.502, -3.739], [4.174, 3.826, -0.867], [2.832, 2.626, -2.382], [3.403, 2.839, -4.879], [4.457, 4.885, -5.735], [5.698, 6.313, -4.073], [4.663, -5.092, 6.468], [3.455, -4.809, 6.681], [2.961, -5.269, 7.664], [2.706, -3.804, 5.836], [1.344, -3.584, 5.898], [0.641, -2.757, 4.984], [1.397, -2.176, 4.000], [2.770, -2.360, 3.893], [3.407, -3.166, 4.835], [0.876, -4.023, 6.767], [-0.402, -2.506, 5.109], [0.844, -1.643, 3.241], [3.289, -1.961, 3.034], [4.464, -3.046, 4.644], [-2.026, 0.946, -8.652], [-1.576, 1.464, -7.677], [-2.232, 2.289, -7.109], [-0.171, 1.211, -7.374], [0.893, 1.002, -8.267], [2.159, 0.499, -7.894], [2.471, 0.328, -6.503], [1.369, 0.559, -5.627], [0.155, 1.092, -6.049], [0.619, 0.937, -9.310], [2.892, 0.312, -8.665], [3.488, 0.014, -6.322], [1.398, 0.342, -4.569], [-0.603, 1.176, -5.284], [-2.620, -1.862, 3.053], [-3.200, -1.874, 4.093], [-3.300, -2.891, 4.747], [-4.053, -0.712, 4.523], [-4.787, -0.769, 5.749], [-5.346, 0.358, 6.278], [-5.391, 1.519, 5.450], [-4.750, 1.569, 4.199], [-4.051, 0.454, 3.704], [-4.603, -1.723, 6.221], [-5.835, 0.439, 7.238], [-5.893, 2.385, 5.856], [-4.837, 2.459, 3.593], [-3.597, 0.588, 2.734], [-4.097, -3.926, 0.541], [-4.371, -4.579, -0.697], [-3.257, -5.510, -1.074], [-5.640, -4.877, -1.025], [-5.996, -5.834, -1.583], [-4.867, -3.194, 0.786], [-3.192, -3.318, 0.528], [-4.132, -4.528, 1.449], [-3.306, -6.450, -0.524], [-3.247, -5.639, -2.156], [-2.177, -5.387, -0.993], [-6.471, -4.268, -0.638], [4.929, 2.007, 3.457], [4.229, 3.045, 2.709], [4.752, 4.413, 2.450], [3.031, 2.593, 2.055], [2.374, 3.379, 1.388], [4.379, 1.650, 4.328], [5.779, 2.480, 3.950], [5.416, 1.233, 2.864], [5.762, 4.334, 2.049], [4.228, 5.009, 1.702], [4.780, 4.875, 3.437], [2.774, 1.546, 2.277], [-0.638, 6.015, 2.196], [-1.145, 4.852, 2.958], [-2.013, 5.135, 4.076], [-0.841, 3.614, 2.484], [-1.244, 2.533, 2.953], [-1.482, 6.602, 1.832], [-0.159, 5.856, 1.230], [-0.037, 6.723, 2.766], [-2.790, 5.862, 3.843], [-2.598, 4.224, 4.201], [-1.388, 5.396, 4.930], [-0.163, 3.726, 1.624], [-1.186, -0.706, -0.892], [-0.170, 0.281, -0.428], [0.160, -0.016, 1.051], [0.537, 1.199, -1.154], [0.384, 1.399, -2.357], [-0.831, -1.733, -0.976], [-1.610, -0.367, -1.837], [-2.014, -0.745, -0.184], [-0.291, -0.875, 1.549], [1.240, -0.018, 1.204], [-0.251, 0.827, 1.606], [1.212, 1.780, -0.506], [-3.382, -0.590, -3.918], [-3.304, -1.893, -4.628], [-3.860, -1.911, -6.039], [-2.649, -3.005, -4.144], [-2.039, -3.157, -3.108], [-3.526, -0.721, -2.846], [-4.177, 0.047, -4.307], [-2.557, 0.014, -4.295], [-4.923, -1.682, -6.117], [-3.509, -1.064, -6.628], [-3.637, -2.818, -6.600], [-2.795, -3.758, -4.934], [0.518, -3.707, 1.006], [1.139, -4.283, -0.238], [0.511, -4.141, -1.526], [2.224, -5.085, -0.012], [2.835, -5.808, -0.885], [-0.439, -3.185, 0.991], [1.126, -2.921, 1.453], [0.392, -4.340, 1.884], [1.046, -4.766, -2.241], [-0.468, -4.608, -1.635], [0.613, -3.125, -1.905], [2.622, -5.050, 1.014]],
  "forces_ev_per_angstrom": [[-0.97, -0.14, 0.32], [2.20, -0.02, -1.09], [-1.95, -0.49, -0.17], [-1.51, -1.46, -1.23], [2.16, 2.50, -0.10], [0.49, 0.00, 0.24], [0.73, -0.60, -0.14], [-0.02, 0.41, 1.68], [0.05, -0.25, 1.23], [-0.28, 0.18, 0.13], [-0.27, -0.30, -0.70], [-0.99, 0.19, -0.23], [0.19, -0.04, 0.02], [0.08, 0.03, 0.01], [-2.12, 1.41, -1.46], [3.26, -0.01, 0.60], [-2.39, -0.05, 0.72], [0.77, -0.26, -1.19], [-0.80, -0.12, 1.00], [1.53, -0.73, 1.57], [-0.47, 0.17, -1.11], [-1.26, -0.63, 0.65], [1.10, 1.54, -1.59], [-0.50, -0.20, -0.12], [-0.05, -0.37, 0.00], [0.19, 0.42, -0.06], [0.28, 0.16, 0.21], [0.41, -1.29, 0.87], [-0.02, -2.27, -2.03], [0.32, 1.38, -1.84], [0.16, 1.05, 2.56], [2.16, -0.03, 1.17], [-0.94, -1.50, -1.00], [-0.93, 1.21, 1.77], [-2.35, 0.56, -1.97], [1.61, 0.13, -0.19], [-0.29, -1.12, 0.94], [0.18, 0.42, -0.29], [0.01, -0.02, 0.00], [-0.22, -0.23, 0.86], [0.44, 0.12, 0.15], [-0.12, 0.31, 0.04], [1.24, 1.22, -1.61], [-2.58, -0.75, 0.84], [0.16, -0.17, 1.10], [-0.10, 2.01, -0.67], [2.64, -1.12, -1.31], [-0.72, 1.62, -1.46], [0.77, -0.80, 0.15], [-0.60, -0.81, 0.84], [-0.65, -0.35, 1.40], [-0.59, 0.04, 0.62], [0.08, -0.47, 0.08], [-0.02, 0.17, -0.17], [0.13, 0.05, -0.01], [0.40, -0.58, 0.13], [-0.75, 1.85, 1.08], [3.53, 0.03, 0.47], [-0.77, -1.08, -1.11], [-0.34, 1.77, 2.29], [-0.91, -3.95, -3.12], [-0.36, 0.20, -0.39], [0.24, -0.39, -0.18], [0.47, -0.73, -0.17], [-0.85, -0.37, -0.31], [-0.81, -0.58, 0.03], [-0.21, 2.13, 1.03], [0.70, 1.14, 0.43], [1.33, 1.41, 0.71], [-3.02, -1.84, -2.06], [0.59, -1.15, 0.70], [2.32, 3.04, 1.05], [-0.17, -1.19, -0.02], [-0.43, -0.40, -0.43], [0.17, 0.25, -0.05], [-0.54, -0.24, -0.19], [0.16, -0.05, 0.21], [-0.56, -0.51, 0.39], [0.08, 0.55, -0.25], [0.01, 0.08, -0.08], [-0.98, 0.67, -0.20], [0.97, 0.83, -1.71], [-0.27, -1.07, -0.43], [-0.73, -0.75, 0.99], [0.56, 1.66, -0.75], [-0.47, 0.12, 0.39], [0.48, -1.02, 0.43], [0.18, -0.38, 0.32], [0.48, 0.52, -0.10], [0.33, -0.20, 0.71], [-0.50, 0.06, 0.26], [-0.02, -0.53, 0.04], [0.07, 1.20, -0.64], [-0.11, -2.26, 2.03], [0.12, 2.31, -0.95], [-1.31, -1.00, -0.09], [0.30, -0.06, 0.66], [0.38, 0.22, -0.20], [0.30, -0.20, -0.04], [0.05, 0.27, 0.23], [-0.12, -0.32, -1.08], [0.03, -0.20, -0.08], [0.15, 0.11, 0.27], [0.14, 0.04, -0.10], [0.05, -0.39, -1.38], [-0.78, 0.17, -0.61], [0.23, 0.79, 0.73], [-0.91, 0.98, -1.30], [-0.27, 0.35, -0.01], [0.52, 0.09, -0.20], [-0.74, -0.67, 0.03], [0.74, -0.02, 1.02], [-0.34, -0.63, 0.77], [0.92, 0.02, 0.13], [0.08, -0.04, 0.42], [0.42, -0.63, 0.35], [0.58, 0.79, 0.55], [-0.33, -0.37, 2.30], [0.63, -0.86, -1.03], [1.80, -2.03, -3.35], [-2.43, 2.74, 2.93], [-0.25, -0.43, -1.31], [0.61, 0.13, -0.51], [0.16, -1.02, -0.52], [0.63, 0.08, 0.17], [-0.33, 0.83, 0.58], [-0.59, 0.01, 0.14], [-0.34, 0.04, -0.04]],
  "gap_ev": 8.314,
  "e_homo_ev": -9.2678,
  "smiles": "O=[N+]([O-])c1ccccc1.O=[N+]([O-])c1ccccc1.O=[N+]([O-])c1ccccc1.O=[N+]([O-])c1ccccc1.CN(C)C=O.CN(C)C=O.CN(C)C=O.CN(C)C=O.CN(C)C=O.CN(C)C=O"
}


Record 2
{
  "formula": "C42H63N2P2RuSeSi",
  "method": "the ωB97M-V functional and the def2-TZVPD basis",
  "symbols": ["Ru", "C", "Si", "C", "C", "C", "C", "C", "C", "P", "C", "C", "C", "C", "C", "C", "C", "C", "C", "C", "C", "C", "C", "C", "C", "C", "C", "C", "P", "C", "C", "C", "C", "C", "C", "C", "C", "C", "C", "C", "C", "H", "H", "H", "H", "H", "H", "H", "H", "H", "H", "H", "H", "H", "H", "H", "H", "H", "H", "H", "H", "H", "H", "H", "H", "H", "H", "H", "H", "H", "H", "H", "H", "H", "H", "H", "H", "H", "H", "H", "H", "H", "H", "H", "H", "H", "H", "H", "H", "H", "H", "H", "H", "H", "H", "H", "C", "N", "C", "C", "N", "C", "C", "Se", "H", "H", "H", "H", "H", "H", "H", "H"],
  "positions_angstrom": [[-0.076, -0.528, 0.439], [-0.063, 2.093, -1.716], [-0.013, 1.943, 0.127], [-1.448, 2.463, 1.163], [-1.457, 3.702, 1.810], [-2.598, 4.137, 2.473], [-3.733, 3.340, 2.503], [-3.734, 2.090, 1.893], [-2.593, 1.647, 1.232], [-2.466, 0.069, 0.369], [-3.288, -1.283, 1.278], [-2.440, -1.578, 2.537], [-3.172, -2.508, 3.523], [-4.146, -3.413, 2.773], [-5.250, -2.573, 2.106], [-4.758, -1.167, 1.695], [-3.187, 0.347, -1.296], [-4.724, 0.533, -1.272], [-5.447, -0.739, -1.704], [-5.085, -1.110, -3.157], [-3.661, -0.655, -3.537], [-2.757, -0.728, -2.308], [1.620, 2.585, 0.722], [1.871, 3.966, 0.775], [3.135, 4.439, 1.098], [4.168, 3.545, 1.358], [3.942, 2.181, 1.286], [2.668, 1.701, 0.976], [2.365, -0.069, 0.789], [3.711, -0.614, -0.383], [3.250, -1.481, -1.580], [3.569, -2.976, -1.386], [3.536, -3.351, 0.096], [4.705, -2.678, 0.822], [4.943, -1.251, 0.289], [2.427, -0.802, 2.476], [1.085, -0.461, 3.156], [1.055, -0.854, 4.651], [2.178, -1.834, 4.984], [3.557, -1.230, 4.677], [3.558, -0.347, 3.403], [0.395, 3.059, -1.955], [-1.052, 2.057, -2.171], [0.564, 1.324, -2.174], [-0.578, 4.333, 1.811], [-2.599, 5.100, 2.968], [-4.624, 3.687, 3.013], [-4.624, 1.479, 1.945], [-3.195, -2.123, 0.579], [-2.186, -0.638, 3.038], [-1.501, -2.042, 2.216], [-3.722, -1.908, 4.251], [-2.449, -3.090, 4.098], [-4.588, -4.142, 3.450], [-3.598, -3.992, 2.018], [-6.088, -2.454, 2.792], [-5.637, -3.094, 1.230], [-4.835, -0.485, 2.543], [-5.392, -0.781, 0.902], [-2.740, 1.301, -1.576], [-4.970, 1.339, -1.966], [-5.069, 0.882, -0.298], [-6.522, -0.593, -1.613], [-5.196, -1.561, -1.023], [-5.803, -0.664, -3.844], [-5.170, -2.190, -3.285], [-3.671, 0.374, -3.911], [-3.265, -1.270, -4.344], [-1.702, -0.602, -2.567], [-2.864, -1.726, -1.864], [1.092, 4.683, 0.533], [3.322, 5.506, 1.132], [5.157, 3.915, 1.604], [4.767, 1.501, 1.468], [4.004, 0.360, -0.773], [3.743, -1.111, -2.479], [2.185, -1.348, -1.753], [4.566, -3.195, -1.774], [2.878, -3.579, -1.978], [3.574, -4.434, 0.241], [2.586, -3.006, 0.522], [5.607, -3.266, 0.655], [4.546, -2.674, 1.902], [5.705, -1.283, -0.492], [5.355, -0.607, 1.064], [2.494, -1.881, 2.337], [0.255, -0.987, 2.647], [0.894, 0.612, 3.053], [0.084, -1.279, 4.910], [1.165, 0.047, 5.255], [2.036, -2.763, 4.418], [2.122, -2.115, 6.035], [4.289, -2.030, 4.573], [3.885, -0.621, 5.519], [4.531, -0.400, 2.920], [3.390, 0.701, 3.662], [0.012, -5.229, -2.688], [0.244, -5.341, -1.234], [0.557, -6.509, -0.591], [0.675, -6.221, 0.729], [0.435, -4.878, 0.872], [0.427, -4.192, 2.165], [0.173, -4.341, -0.336], [-0.245, -2.594, -0.876], [0.131, -6.217, -3.121], [0.736, -4.550, -3.129], [-0.996, -4.871, -2.874], [0.672, -7.445, -1.114], [0.907, -6.861, 1.565], [1.147, -4.678, 2.819], [-0.564, -4.246, 2.609], [0.717, -3.159, 2.021]],
  "forces_ev_per_angstrom": [[0.02, -0.70, 0.81], [-0.15, 0.04, -0.22], [0.39, 0.19, -0.12], [-0.25, 0.08, 0.14], [-0.08, -0.07, 0.05], [0.03, 0.00, -0.01], [-0.03, -0.02, 0.01], [0.00, 0.02, 0.03], [0.01, 0.08, 0.07], [-0.19, 0.27, -0.31], [0.11, -0.06, 0.18], [-0.15, 0.03, -0.01], [-0.03, -0.01, -0.06], [0.00, 0.05, -0.03], [0.05, 0.06, 0.02], [-0.06, -0.14, 0.06], [-0.01, -0.17, 0.03], [-0.03, 0.02, -0.03], [0.06, 0.01, -0.13], [0.07, 0.04, 0.03], [-0.13, 0.01, 0.11], [-0.14, 0.00, 0.05], [0.06, 0.27, 0.00], [0.09, -0.10, 0.03], [-0.08, -0.02, -0.03], [0.04, 0.03, 0.01], [0.06, -0.02, 0.04], [0.06, 0.04, 0.07], [0.13, 0.25, -0.23], [-0.09, -0.23, 0.00], [0.14, -0.10, 0.17], [0.00, 0.06, 0.11], [0.07, 0.03, -0.13], [-0.08, 0.09, -0.08], [-0.01, -0.03, -0.02], [-0.11, 0.05, 0.11], [0.18, 0.10, 0.02], [0.06, -0.03, -0.01], [0.01, 0.03, -0.05], [-0.06, 0.06, -0.06], [-0.04, -0.11, 0.16], [-0.03, -0.03, -0.05], [0.11, 0.02, 0.01], [0.05, 0.03, -0.08], [-0.04, -0.02, 0.00], [-0.01, -0.03, -0.02], [0.04, -0.02, -0.01], [0.04, 0.05, -0.01], [-0.01, -0.06, -0.03], [0.03, 0.01, 0.01], [0.13, -0.12, -0.04], [0.01, -0.01, -0.02], [0.01, 0.02, -0.01], [0.00, 0.00, -0.01], [-0.02, 0.02, 0.03], [-0.02, -0.01, 0.00], [0.00, -0.01, -0.02], [0.02, -0.04, 0.01], [-0.01, 0.03, 0.07], [0.00, 0.03, -0.04], [0.00, -0.01, -0.03], [0.00, 0.04, 0.00], [-0.02, -0.03, 0.01], [0.03, 0.01, -0.10], [0.00, 0.02, -0.01], [0.00, 0.00, 0.00], [0.00, -0.03, 0.00], [0.00, -0.01, 0.00], [0.03, 0.04, -0.04], [0.04, 0.00, 0.00], [0.08, -0.05, 0.01], [-0.02, -0.06, 0.00], [-0.07, -0.02, -0.02], [-0.06, 0.05, -0.01], [0.04, 0.09, -0.04], [0.06, 0.01, 0.01], [-0.14, 0.04, -0.03], [-0.01, -0.02, -0.03], [-0.03, -0.02, 0.01], [0.00, 0.04, -0.03], [-0.12, -0.01, 0.04], [0.03, 0.01, 0.02], [-0.03, 0.00, 0.01], [0.01, 0.01, -0.02], [0.03, -0.01, -0.01], [0.05, -0.07, -0.06], [-0.09, -0.12, -0.04], [-0.05, 0.02, -0.01], [-0.01, 0.03, -0.01], [0.03, 0.00, 0.01], [0.01, 0.04, 0.02], [0.01, -0.01, -0.01], [0.01, -0.01, -0.01], [0.01, 0.00, 0.01], [0.00, 0.00, 0.02], [-0.01, 0.00, 0.00], [0.07, -0.06, 0.22], [-0.07, -0.01, -0.34], [0.00, -0.03, -0.05], [0.01, 0.00, 0.02], [-0.02, 0.10, 0.15], [-0.02, -0.19, -0.14], [0.10, -0.20, 0.33], [-0.03, 0.08, -0.42], [0.00, 0.00, 0.02], [0.05, 0.04, 0.00], [-0.06, 0.01, 0.02], [-0.02, 0.09, 0.01], [-0.02, 0.07, -0.03], [0.00, 0.00, -0.02], [-0.06, 0.00, 0.02], [0.05, 0.16, -0.04]],
  "spin_multiplicity": 5,
  "gap_ev": [8.583, 5.894],
  "e_homo_ev": [-16.4291, -16.7539],
  "s2": 6.023,
  "total_charge": 3
}


The records above give, respectively, relative energy (zero: lowest compared OMol25 entry of this formula, charge and spin) values of 433.1, 0.0 kJ/mol.